Record 1
A molecular structure, C3H17FN8O7P2S at a distorted geometry. Source: OMol25; level of theory: ωB97M-V with the def2-TZVPD basis set.

XYZ file:
```
39
Properties=species:S:1:pos:R:3:forces:R:3:lowdin_charge:R:1
S -0.783035 -1.910602 -0.512393 0.01 0.29 0.46 0.48
P 1.350970 0.179767 -0.223145 -0.19 -0.03 0.96 0.83
P -1.468434 0.850162 -0.558258 -0.14 0.31 0.04 0.66
F -0.875248 -2.583781 0.883661 0.08 -0.15 0.10 -0.13
O 3.107184 -0.922937 4.295180 0.02 0.02 -0.02 0.02
O 1.520254 -0.045333 -1.831128 0.01 -0.13 -0.10 -0.29
O -0.772120 2.146831 -0.636870 0.15 0.05 0.19 -0.44
O -3.701686 4.855442 1.732971 0.02 0.01 0.00 0.01
O -2.104177 -1.887681 -1.028388 -0.13 -0.03 0.05 -0.27
O -2.177195 -0.174463 -4.096412 0.01 -0.01 0.01 0.01
O 0.253442 -2.591051 -1.207435 0.03 -0.04 0.04 -0.27
N -1.572474 4.512206 1.033151 -0.13 0.02 0.09 0.15
N -2.108539 6.357057 2.322721 0.00 -0.05 -0.03 0.14
N 3.124967 -2.875232 3.146901 0.10 0.08 0.04 0.15
N -0.354184 -0.400297 -0.056733 -0.04 0.05 -1.32 -0.49
N 4.028167 -2.748813 5.277244 -0.02 0.03 -0.06 0.14
N -1.085692 -2.152322 -4.169223 -0.10 0.26 -0.10 0.17
N -2.268534 -1.384030 -6.011528 0.05 -0.01 0.08 0.15
N 2.093422 -1.194881 0.463333 0.49 0.51 -0.34 -0.18
C 3.398815 -2.103441 4.245600 0.04 -0.07 -0.02 -0.69
C -2.535896 5.212784 1.694021 0.03 0.01 0.01 -0.69
C -1.862632 -1.176645 -4.720924 -0.05 0.00 -0.05 -0.67
H 2.651750 -2.420201 2.387392 -0.18 -0.07 0.00 0.05
H -2.460329 0.788374 0.423979 -0.11 -0.18 0.01 0.03
H 3.367471 -3.844137 3.073811 -0.02 -0.02 0.03 0.09
H -2.037326 0.438664 -1.760716 -0.02 -0.24 -0.05 0.01
H 2.265167 -1.957466 -0.181338 -0.10 -0.22 0.07 0.04
H -2.024770 -2.197426 -6.542238 0.01 -0.02 0.01 0.09
H -0.806642 -1.982036 -3.222899 0.16 -0.26 0.01 0.05
H -0.802683 -2.989866 -4.638609 -0.01 -0.01 0.00 0.10
H -0.610775 4.788497 0.990326 0.01 0.01 0.00 0.09
H 4.274426 -3.719161 5.255612 -0.02 -0.02 -0.01 0.09
H 2.411008 -0.352097 -2.040608 -0.08 0.03 -0.19 0.06
H -2.840639 -0.676547 -6.430957 -0.02 0.02 0.00 0.10
H 4.240274 -2.206717 6.092820 0.00 0.02 0.01 0.10
H -1.158539 6.672767 2.307198 0.02 -0.01 -0.01 0.09
H -2.796479 6.890887 2.817345 -0.03 0.00 0.01 0.10
H 2.962294 -0.870016 0.876688 0.00 -0.20 0.14 0.03
H -1.841564 3.673752 0.549861 0.15 0.05 -0.08 0.05
```
Forces are in eV/Å.

HOMO level = -0.3456 Eh
Kohn-Sham gap = 9.67 eV
Total energy = -2270.19010 hartree

***

Record 2
A molecular structure, C42H35AuBrNP2 at a distorted geometry. Source: OMol25; level of theory: ωB97M-V with the def2-TZVPD basis set.

XYZ file:
```
82
Properties=species:S:1:pos:R:3:forces:R:3:lowdin_charge:R:1
Au -0.102461 -0.052319 0.076739 -0.09 -0.45 -0.63 0.86
Br -2.480651 2.094146 0.445123 0.16 0.06 -0.09 0.84
P 0.757941 0.511430 -2.049247 -0.08 1.20 -0.24 0.99
P 1.203924 1.499338 1.165838 0.11 0.33 0.32 0.96
N 1.545123 2.926932 -1.201183 0.42 -0.16 -0.28 -0.18
C 5.467241 0.150927 2.046058 0.00 -0.01 0.01 -0.03
C 2.246729 0.381443 -3.048702 -0.04 -0.56 0.23 -0.35
C 1.249655 3.067311 0.181182 -0.08 0.29 -0.02 -0.28
C 4.452802 0.397527 -4.710663 0.07 0.01 0.01 -0.04
C -1.660242 -1.107445 0.780690 -0.01 -0.29 1.00 -0.29
C -5.395300 -1.494376 1.054221 -0.06 0.36 -0.03 0.01
C -0.546111 2.405213 5.277102 -0.02 0.09 -0.05 -0.03
C 0.509230 1.914527 2.757188 -0.17 -0.18 0.06 -0.38
C -4.014640 -1.770198 1.054609 0.00 0.14 -0.07 -0.16
C -1.816050 0.476282 -3.132666 0.00 -0.02 0.07 -0.08
C -3.590463 -3.099935 1.259035 0.41 -0.24 0.04 0.03
C 2.806223 3.328035 -1.753459 -0.49 -0.10 0.14 -0.23
C -1.571736 -2.167627 -3.990007 -0.04 -0.02 -0.02 -0.05
C -0.509700 -1.551927 -3.358412 0.11 0.03 0.04 -0.09
C 4.624154 0.305825 -3.337530 0.05 0.01 -0.06 -0.04
C -3.565903 0.556416 0.661723 -0.63 0.02 0.10 -0.58
C -1.316895 -2.434500 1.104283 0.39 0.45 -0.30 -0.12
C 0.038172 1.175390 5.003736 0.02 -0.02 0.00 -0.05
C -2.256797 -3.440654 1.277327 -0.56 -0.07 0.06 -0.05
C 5.273877 4.114083 -2.832901 0.06 0.01 -0.03 -0.08
C 4.679405 -0.624712 1.209595 0.03 -0.02 0.03 -0.05
C 4.138821 4.065173 -3.620935 -0.26 -0.04 -0.13 -0.06
C -3.047205 -0.739028 0.842926 0.01 -0.04 -0.24 -0.22
C 0.564038 0.929435 3.750897 0.03 -0.03 -0.07 -0.08
C 3.938698 3.384916 -0.962794 0.48 -0.06 0.26 -0.03
C 3.647351 1.682159 2.376698 -0.06 0.12 -0.02 -0.08
C -2.875002 -0.150831 -3.765812 -0.03 -0.04 -0.05 -0.05
C 4.949255 1.299803 2.634110 0.06 -0.03 0.01 -0.04
C 3.521300 0.288266 -2.502858 -0.04 0.07 -0.08 -0.08
C 5.162919 3.775658 -1.500214 -0.12 -0.08 0.30 -0.06
C 2.915413 3.678531 -3.089104 -0.04 0.18 -0.41 -0.03
C 2.069084 0.465913 -4.430683 -0.02 -0.05 -0.03 -0.08
C 3.374926 -0.239867 0.940085 -0.03 -0.10 0.00 -0.12
C -5.845355 -0.209707 0.869733 -0.08 -0.46 0.06 -0.04
C 0.493232 2.334924 -1.991217 0.04 0.25 -0.17 -0.29
C -0.084818 3.147433 3.035422 -0.02 -0.01 0.00 -0.10
C -0.619247 -0.220106 -2.934540 0.05 -0.29 0.11 -0.40
C 3.179431 0.476517 -5.255594 -0.04 0.02 -0.06 -0.04
C 2.864147 0.923868 1.501865 -0.05 -0.23 -0.09 -0.38
C -0.603901 3.387771 4.296551 0.02 -0.04 0.06 -0.04
C -2.755500 -1.467792 -4.193294 0.00 0.06 0.03 -0.03
C -4.924219 0.815567 0.681757 0.49 0.20 -0.03 -0.11
H 5.558745 1.888199 3.305290 0.01 0.02 0.01 0.12
H -1.938462 1.499636 -2.806563 0.05 0.04 0.04 0.09
H 0.085550 0.412257 5.767725 0.00 -0.01 0.01 0.12
H -5.268441 1.832104 0.552847 -0.02 0.01 0.00 0.10
H 4.191575 4.348143 -4.663858 -0.02 -0.01 -0.01 0.12
H 3.241283 2.565552 2.855331 0.00 0.01 0.01 0.12
H 0.460326 2.737641 -3.004956 0.01 -0.06 0.04 0.11
H -1.953075 -4.461695 1.454277 0.04 -0.02 0.02 0.12
H -6.093992 -2.307007 1.198098 0.00 -0.03 0.02 0.13
H -1.480003 -3.190720 -4.327443 0.00 -0.01 0.00 0.12
H -3.793840 0.394193 -3.931327 -0.02 0.00 -0.01 0.12
H 0.266446 3.543650 0.292053 0.06 -0.12 0.13 0.08
H 6.483186 -0.149543 2.262209 0.02 -0.01 -0.01 0.12
H -0.266008 -2.688689 1.186063 -0.02 -0.07 0.03 0.09
H 5.316344 0.402501 -5.361529 0.01 0.00 -0.01 0.12
H -0.145504 3.934376 2.297415 0.01 -0.02 -0.04 0.10
H 1.024016 -0.030334 3.543353 0.00 0.00 -0.01 0.11
H -0.953572 2.601736 6.258978 -0.02 0.00 0.02 0.12
H -0.466918 2.543329 -1.515651 -0.02 0.03 -0.10 0.03
H -3.585580 -1.949508 -4.691009 -0.02 -0.01 -0.01 0.12
H 2.750447 -0.862986 0.310578 -0.01 0.01 -0.02 0.08
H 6.223620 4.418559 -3.247523 0.02 0.01 -0.02 0.11
H 6.034743 3.805279 -0.860180 -0.01 0.00 0.04 0.11
H 3.905917 3.091927 0.077463 0.01 -0.01 0.04 0.09
H 1.983970 3.715714 0.669527 -0.07 -0.07 0.01 0.12
H 2.048010 3.689574 -3.734933 0.02 -0.03 -0.03 0.11
H -4.347887 -3.853441 1.432858 -0.01 -0.04 -0.02 0.13
H -6.902886 0.010819 0.872975 -0.02 0.02 0.00 0.12
H 5.074637 -1.534543 0.779059 0.00 -0.01 -0.01 0.12
H 3.663955 0.231358 -1.438923 0.00 0.01 0.17 0.07
H 1.076780 0.518408 -4.861034 0.00 0.00 -0.01 0.12
H 3.049253 0.540501 -6.326967 0.00 0.01 -0.02 0.12
H -1.053585 4.346054 4.512859 -0.01 0.03 0.02 0.12
H 0.414530 -2.098837 -3.208372 0.01 0.02 0.00 0.12
H 5.617384 0.244216 -2.915880 0.03 0.01 0.01 0.12
```
Forces are in eV/Å.

Total charge = +2
HOMO level (alpha / beta) = -0.4725 / -0.4725 Eh
Kohn-Sham gap (alpha / beta) = 4.61 / 4.62 eV
Total energy = -5068.09896 hartree

***

Record 3
A molecular structure, C40H49AsN6O5P2PdSSe at a distorted geometry. Source: OMol25; level of theory: ωB97M-V with the def2-TZVPD basis set.

XYZ file:
```
106
Properties=species:S:1:pos:R:3:forces:R:3:lowdin_charge:R:1
Pd 0.706646 0.843631 -0.194083 0.13 -0.52 0.13 0.50
Se 1.837354 2.977224 1.280415 0.33 0.91 0.25 0.75
As -4.242652 -1.952772 -0.577420 -0.17 -0.06 0.05 1.04
S -0.417939 -0.618864 -1.489653 1.53 -1.02 -0.21 0.36
P 0.514127 -2.549473 -1.409992 -2.78 -0.50 -0.40 0.76
P 2.783209 0.024799 -0.485580 -0.09 0.21 0.11 1.00
O -3.220765 7.083658 -1.386077 0.01 -0.07 0.10 0.06
O 2.006510 2.777280 -0.378871 -0.19 0.28 0.18 -0.56
O 3.163801 3.586010 1.959809 0.03 -0.16 0.01 -0.45
O 0.498926 3.846960 1.582273 0.07 -0.11 -0.03 -0.46
O 1.577120 1.377155 1.760127 0.07 0.22 -0.07 -0.57
N -2.258942 5.140461 -0.755184 0.14 -0.16 -0.06 0.15
N -0.950208 -4.786332 -0.613459 -0.16 -0.23 0.13 -0.15
N 1.284043 -5.223918 -1.448865 -0.46 0.30 -0.09 -0.11
N -1.129695 1.803549 0.087754 0.04 0.01 -0.17 -0.10
N -3.631852 6.371309 0.720125 -0.15 -0.10 0.12 0.14
N -0.487593 -4.616480 -2.999847 -0.03 -0.12 -0.13 -0.15
C 6.336914 2.028452 -0.722088 0.00 0.03 -0.03 -0.07
C 5.864758 1.649965 1.602665 0.06 -0.03 0.00 -0.06
C -2.634750 4.700839 4.469711 -0.05 0.01 0.03 -0.28
C 3.057937 -1.448721 0.555014 -0.10 -0.01 -0.10 -0.36
C 3.517009 -3.444716 2.444914 -0.09 0.04 -0.02 -0.07
C 2.484080 0.649549 -3.117703 0.17 -0.11 -0.14 -0.12
C -3.254688 5.827625 1.976992 0.12 0.04 0.02 -0.26
C -3.056680 6.247441 -0.515763 0.01 0.13 -0.01 -0.53
C 3.228506 -0.635343 -5.013313 -0.09 0.05 0.01 -0.08
C -2.302604 3.848582 -0.231957 -0.23 -0.04 -0.05 -0.22
C 2.064115 -1.791215 1.472157 0.16 -0.07 -0.03 -0.13
C -1.959624 5.401343 2.249922 0.06 0.12 0.05 -0.02
C -4.274168 -3.593281 0.508656 -0.02 -0.03 0.01 -0.34
C -3.307631 2.033467 0.962164 -0.03 0.04 0.04 -0.04
C 4.510888 -3.106973 1.533274 0.04 -0.06 -0.06 -0.07
C -1.198223 3.029232 -0.419955 -0.01 0.07 0.09 -0.08
C 2.614674 0.498383 -4.489138 0.03 0.00 0.00 -0.06
C -2.149106 1.307016 0.790263 -0.01 0.03 -0.06 -0.14
C 4.288022 -2.109462 0.597252 -0.06 -0.04 -0.06 -0.09
C 2.294589 -2.786798 2.414415 0.00 -0.11 -0.07 -0.07
C -1.468927 -4.950753 -1.969600 0.23 0.17 0.08 -0.17
C -0.200269 -3.190650 -3.011867 0.30 0.01 0.00 -0.31
C -3.913187 5.178619 4.200581 0.02 0.01 -0.03 -0.05
C -5.256501 -2.668785 -2.099726 -0.03 0.00 -0.01 -0.35
C 6.719261 2.104545 0.609531 -0.04 0.00 0.02 -0.07
C -5.756169 -1.086064 0.320090 -0.07 0.06 0.00 -0.35
C -0.707344 -3.393281 -0.266859 0.43 -0.16 -0.01 -0.32
C 4.646000 1.084840 1.268493 0.02 -0.03 -0.04 -0.10
C 2.997882 -0.325177 -2.259580 -0.05 -0.15 0.11 -0.39
C 0.722827 -5.393800 -2.798755 0.03 0.10 0.12 -0.17
C -4.224844 5.734515 2.966907 -0.07 -0.07 -0.02 -0.04
C 4.275512 0.974819 -0.071264 0.00 -0.09 0.06 -0.33
C 3.625137 -1.448616 -2.785150 0.01 0.06 0.02 -0.11
C 0.252880 -5.580415 -0.462644 0.10 0.04 -0.04 -0.17
C -1.665675 4.834536 3.478662 0.02 -0.01 0.06 -0.02
C -3.396443 3.310581 0.433445 -0.16 0.02 -0.10 0.01
C 1.862140 -3.938054 -1.214892 0.76 0.56 0.14 -0.23
C 5.113867 1.472366 -1.065204 0.00 0.01 0.03 -0.07
C 3.723050 -1.611806 -4.163009 0.04 -0.08 -0.01 -0.08
C -2.299791 4.046544 5.786065 0.01 0.04 -0.11 -0.05
H 3.701780 -4.206733 3.191473 0.01 0.00 -0.02 0.11
H -4.659202 -3.412745 -2.627809 0.00 0.02 -0.01 0.00
H -4.138162 1.607674 1.508590 0.01 0.00 -0.02 0.10
H 1.469562 -5.095205 -3.535554 0.02 -0.02 -0.01 0.13
H -4.315807 3.874843 0.519602 0.08 0.02 0.10 0.12
H -0.651878 4.487555 3.648138 -0.06 0.01 -0.07 0.11
H -1.767336 -5.991572 -2.095811 -0.02 -0.03 -0.03 0.13
H 6.994709 2.398104 -1.498996 -0.03 0.01 0.01 0.10
H -2.098563 2.982574 5.642032 0.00 0.01 0.03 0.08
H -1.635463 -2.829295 -0.301569 0.00 0.11 -0.04 0.00
H 4.197712 -2.496304 -4.572502 0.03 0.04 0.03 0.11
H 5.468212 -3.612973 1.565110 -0.03 0.03 -0.01 0.11
H -2.338999 -4.304980 -2.095016 -0.05 -0.04 -0.01 0.11
H 3.972539 0.744873 2.043624 0.01 -0.01 0.00 0.11
H 2.238118 1.266091 -5.154149 0.00 -0.03 0.03 0.11
H -0.335674 3.377629 -0.972706 0.12 0.01 0.10 0.11
H -1.163904 5.491016 1.521451 -0.06 -0.03 0.07 0.10
H 6.147592 1.733571 2.644198 -0.04 0.03 -0.02 0.11
H -4.685277 5.107686 4.959158 0.02 0.01 -0.01 0.11
H -3.555537 -4.323441 0.132682 -0.01 0.02 0.01 -0.01
H 3.324108 -0.750812 -6.085953 -0.01 -0.01 0.03 0.10
H -1.606498 5.301534 -1.504757 -0.04 -0.01 -0.10 0.16
H -5.483984 -0.834304 1.345388 0.04 0.00 -0.02 0.01
H -5.495960 -1.864443 -2.794342 0.03 0.00 -0.01 0.02
H -5.231229 6.087947 2.766460 0.01 -0.03 0.00 0.11
H 2.665117 -3.731126 -1.916813 -0.01 -0.04 -0.04 0.08
H 0.502959 -2.966613 -3.819435 -0.02 0.06 0.00 0.10
H -6.626274 -1.744040 0.338733 0.04 -0.02 0.00 0.02
H 5.078787 -1.828857 -0.089531 0.01 0.06 0.08 0.12
H 0.661648 -5.444957 0.539708 0.00 0.01 0.01 0.13
H -4.323479 7.101827 0.742765 0.02 0.11 -0.04 0.15
H 7.679836 2.528207 0.874851 -0.02 0.02 -0.01 0.10
H 1.523989 -3.042838 3.131854 0.02 0.05 0.00 0.11
H 2.015842 1.530482 -2.697889 -0.08 0.05 0.02 0.09
H 0.487814 -6.448970 -2.938205 0.03 -0.04 0.04 0.13
H 4.056008 -2.187600 -2.119927 0.01 0.02 -0.05 0.08
H -3.119346 4.145266 6.498146 0.02 0.00 0.00 0.07
H -0.312643 -3.361133 0.751811 -0.04 0.13 0.04 0.09
H -1.116365 -2.633382 -3.202198 -0.02 0.07 0.02 0.07
H -0.003495 -6.631206 -0.600161 0.06 -0.04 -0.04 0.13
H 1.130510 -1.245965 1.461347 -0.07 0.10 0.07 0.08
H -1.403330 4.489067 6.223245 -0.03 -0.01 0.01 0.08
H -2.031884 0.307032 1.178259 0.05 -0.05 0.04 0.10
H 4.817331 1.431937 -2.104142 0.05 -0.03 -0.01 0.10
H -6.184775 -3.133580 -1.764882 0.03 -0.01 0.02 0.02
H -6.021610 -0.165264 -0.199280 0.03 -0.01 -0.01 0.02
H 2.237090 -3.862783 -0.195092 0.03 0.01 -0.02 0.07
H -5.270574 -4.038290 0.508239 0.01 0.02 -0.01 0.02
H -3.999499 -3.349069 1.535725 0.02 0.01 -0.02 0.02
```
Forces are in eV/Å.

HOMO level = -0.2802 Eh
Kohn-Sham gap = 6.39 eV
Total energy = -8104.28623 hartree

***

Record 4
A single C4H9NO molecule at a distorted geometry. Source: OMol25; level of theory: ωB97M-V with the def2-TZVPD basis set.

XYZ file:
```
15
Properties=species:S:1:pos:R:3:forces:R:3:lowdin_charge:R:1
O -0.066182 1.507767 -1.586873 1.53 -0.49 -0.46 -0.02
N 0.661661 -0.407918 -0.540064 -0.14 1.49 -0.21 0.03
C 0.797081 0.640846 -1.520684 -2.49 -0.92 1.98 -0.28
C -0.448148 -0.552506 0.508172 -0.12 0.73 -0.57 -0.37
C -0.021251 -1.677052 1.483287 0.87 -0.63 0.62 -0.06
C -0.856794 0.732509 1.228283 2.86 2.21 -4.60 -0.07
H 0.951513 -2.130291 1.285156 0.18 0.18 -1.06 0.06
H 0.963512 -1.327579 -0.797728 0.65 -0.07 -0.24 0.10
H -0.611323 -2.585112 1.625549 -0.72 0.49 -0.30 0.07
H -1.770661 0.719885 1.668178 -2.57 -0.64 1.57 0.04
H -0.958955 1.545889 0.345495 0.29 -1.68 2.24 0.12
H 1.696406 0.621626 -2.176164 -0.36 -0.32 0.44 0.13
H 0.272455 -1.356147 2.498767 -0.90 0.63 -0.25 0.08
H -0.076215 1.029027 1.855173 1.02 0.84 1.36 0.05
H -1.394223 -0.586795 -0.023342 -0.10 -1.86 -0.51 0.13
```
Forces are in eV/Å.

HOMO level = -0.3498 Eh
Kohn-Sham gap = 10.49 eV
Total energy = -287.75791 hartree
SMILES = CC(C)NC=O